(1)
{"formula": "CH12Na6O9", "method": "the ωB97M-V functional and the def2-TZVPD basis", "total_charge": 4, "total_energy_ev": -46121.844, "mol_weight_g_mol": 306.04, "elements": ["Na", "Na", "Na", "Na", "Na", "Na", "C", "O", "O", "O", "O", "H", "H", "O", "H", "H", "O", "H", "H", "O", "H", "H", "O", "H", "H", "O", "H", "H"], "positions_angstrom": [[0.8229, -1.1825, -3.5152], [0.1112, -3.3395, -0.4721], [3.1118, -0.4200, 1.2634], [2.6213, 2.4208, -0.7489], [0.1983, 2.5989, -3.0107], [3.7946, -0.5090, -2.4582], [0.6422, -0.2188, -0.8522], [0.7199, 0.0159, 0.4068], [1.5878, 0.3451, -1.6250], [-0.2167, -1.0400, -1.3277], [-1.4708, 2.5799, 0.2577], [-0.7734, 3.1238, -0.1207], [-1.2242, 1.6518, 0.1702], [-2.7551, -0.8425, -3.1532], [-3.2632, -0.3408, -2.4998], [-1.8326, -0.7612, -2.9125], [-0.6106, -0.5004, 3.2758], [-0.7234, 0.1595, 2.5844], [0.1072, -0.1943, 3.8392], [-2.6993, -0.5255, 0.1850], [-2.8209, -1.4819, 0.1986], [-1.8265, -0.4087, -0.1971], [0.7301, -2.5395, 1.7095], [0.0433, -2.6533, 2.3908], [0.5345, -1.6339, 1.4071], [1.8303, 2.2552, 1.5879], [1.3617, 1.5156, 1.1357], [1.9994, 1.9250, 2.4812]], "forces_ev_per_a": [[-0.98, -0.28, -0.27], [-0.58, -0.42, 0.62], [-0.40, -0.29, 1.00], [0.05, 0.61, 0.96], [-0.94, 0.38, -0.39], [0.56, -0.09, -0.27], [-0.15, -1.17, 1.95], [0.51, 0.07, -1.31], [0.55, 0.32, -1.37], [1.86, 0.77, -0.79], [0.11, -0.17, -0.52], [0.02, 0.20, 0.37], [-0.10, 0.04, 0.22], [0.13, 0.07, -0.41], [-0.01, -0.12, 0.06], [-0.16, 0.08, 0.58], [0.48, -0.35, -0.52], [-0.34, 0.22, 0.24], [-0.26, 0.13, 0.35], [0.23, 0.15, -0.01], [-0.36, 0.05, 0.11], [-0.07, -0.27, -0.06], [-0.16, 0.27, -1.02], [0.27, -0.08, 0.29], [-0.22, 0.03, 0.46], [0.65, -1.11, -1.23], [-0.54, 0.28, 0.71], [-0.14, 0.66, 0.27]], "lowdin_charge": [0.8098, 0.8028, 0.8260, 0.7705, 0.9008, 0.8823, -0.8038, -0.0868, -0.2182, -0.0765, 0.0226, 0.0194, -0.0016, -0.0173, 0.0612, -0.0448, -0.0074, 0.0278, 0.0586, -0.0064, 0.0632, -0.0344, -0.0654, 0.0916, -0.0154, -0.0299, -0.0169, 0.0883]}

(2)
{"formula": "CH12O4S", "method": "the ωB97M-V functional and the def2-TZVPD basis", "smiles": "CS.O.O.O.O", "total_energy_ev": -20255.972, "mol_weight_g_mol": 120.17, "elements": ["C", "S", "H", "H", "H", "H", "O", "H", "H", "O", "H", "H", "O", "H", "H", "O", "H", "H"], "positions_angstrom": [[-1.5283, -1.2574, -2.0141], [-0.2845, -2.5772, -1.6772], [-1.2284, -0.8566, -2.9765], [-2.4407, -1.7477, -2.0374], [-1.5189, -0.5636, -1.2089], [0.6172, -1.5889, -1.5887], [1.2140, 0.9358, 1.8442], [0.8723, 0.2243, 2.3603], [1.6806, 1.6511, 2.2950], [-1.1183, 1.5807, 0.3044], [-0.3607, 1.2074, 0.7779], [-1.8466, 1.5476, 1.0791], [1.2534, 3.2335, -0.7567], [0.4303, 3.2800, -0.0627], [1.1613, 2.3508, -1.1093], [0.8588, -2.1636, 1.6216], [1.8596, -2.3182, 1.5282], [0.3791, -2.9380, 1.6207]], "forces_ev_per_a": [[1.83, -0.70, -0.36], [-0.05, 0.76, 0.03], [-0.47, 0.37, 0.07], [-1.90, -0.70, -0.35], [0.06, 0.76, 0.42], [0.48, -0.52, 0.17], [0.25, 0.97, -1.60], [0.12, -0.56, 1.15], [-0.36, -0.67, 0.41], [-2.76, -0.14, 2.84], [0.45, 0.03, 0.01], [2.38, 0.22, -2.85], [-2.85, 0.71, 2.81], [2.92, -0.32, -2.70], [-0.10, -0.40, -0.14], [3.82, 3.18, 0.11], [-2.67, -0.12, 0.18], [-1.13, -2.86, -0.19]], "lowdin_charge": [-0.4408, 0.6024, 0.0274, -0.0101, -0.0078, -0.1542, -0.0431, 0.0175, 0.0675, -0.1265, -0.0278, 0.1246, -0.1284, 0.1012, -0.0008, -0.0743, 0.0983, -0.0251]}

Respective relative energy (zero: lowest compared OMol25 entry of this formula, charge and spin) values: 178.2 129.7 kJ/mol.